[1]
This record from the OMol25 dataset describes an isolated molecule of C4H7NO. The level of theory is ωB97M-V with the def2-TZVPD basis set.

Summary:
ΔE to the lowest compared entry with this formula, charge and spin   270.6 kJ/mol
Highest occupied orbital energy   -10.8 eV

Last column: natural (NBO) charge in e.
Cartesian coordinates (Å):
C -1.031 -0.886 -0.262  -0.643
C -0.276 0.425 -0.474  0.086
O -1.069 1.548 -0.147  -0.701
C 1.012 0.533 0.322  -0.424
C 2.056 -0.473 -0.256  0.153
N 2.192 -1.291 0.565  -0.227
H -1.955 -0.869 -0.848  0.226
H -0.442 -1.758 -0.564  0.231
H -1.297 -1.021 0.796  0.201
H -0.016 0.526 -1.532  0.182
H -1.493 1.367 0.702  0.462
H 0.800 0.347 1.392  0.212
H 1.490 1.500 0.241  0.242

Atoms 1-6, force components in eV/Å:
0.022 0.051 0.017
0.095 -0.010 -0.260
-0.363 0.056 0.170
-0.147 0.625 -0.284
-0.902 -0.506 2.214
1.315 -0.990 -1.035



[2]
This record from the OMol25 dataset describes an isolated ion of composition C4H5N2O and charge +1. The level of theory is ωB97M-V with the def2-TZVPD basis set.

Summary:
ΔE to the lowest compared entry with this formula, charge and spin   526.7 kJ/mol
Highest occupied orbital energy (alpha / beta)   -13.8 / -16.2 eV
Charge   +1

Last column: natural (NBO) charge in e.
Cartesian coordinates (Å):
C 0.551 0.898 -1.301  -0.067
C 0.387 -0.849 0.606  0.344
C -0.674 -0.098 1.133  0.454
C 1.270 -0.191 -0.463  -0.457
N -0.510 1.171 -1.770  -0.102
N -1.939 0.023 1.110  -0.609
O 0.917 -1.820 1.101  -0.275
H 1.516 1.458 -1.458  0.268
H 1.289 -1.019 -1.148  0.297
H 2.093 0.299 -0.108  0.268
H -2.624 -0.532 0.606  0.451
H -2.277 0.658 1.694  0.428

Atoms 1-6, force components in eV/Å:
3.616 0.261 0.771
2.207 0.203 0.094
-1.786 0.033 0.140
-5.035 -1.003 -1.245
-1.945 -0.003 -0.288
2.973 -3.192 -2.525



[3]
This record from the OMol25 dataset describes a 2-piece molecular cluster, C17H17F8O4 overall. The level of theory is ωB97M-V with the def2-TZVPD basis set.

Summary:
Highest occupied orbital energy   -3.1 eV
Charge   -1

Last column: natural (NBO) charge in e.
Cartesian coordinates (Å):
C -0.700 0.789 1.265  -0.743
C -1.525 0.910 -0.019  0.823
O -2.112 1.959 -0.240  -0.628
O -1.582 -0.112 -0.889  -0.520
C -1.814 -1.392 -0.228  -0.098
C -1.908 -2.568 -1.219  -0.435
C -1.763 -3.865 -0.366  -0.705
C -0.760 -4.790 -0.908  0.638
F -0.869 -5.987 -0.189  -0.385
F -0.967 -5.200 -2.264  -0.424
C 0.682 -4.337 -0.742  -0.050
C 1.272 -3.340 -1.498  -0.191
C 2.590 -2.979 -1.345  -0.206
C 3.391 -3.611 -0.426  -0.239
C 2.806 -4.595 0.349  -0.099
C 3.702 -5.280 1.353  0.970
F 3.956 -4.530 2.440  -0.328
F 3.185 -6.458 1.765  -0.330
F 4.901 -5.596 0.799  -0.340
C 1.492 -4.951 0.193  -0.188
H -0.149 1.701 1.494  0.230
H -1.318 0.428 2.093  0.242
H 0.047 -0.001 1.099  0.230
H -1.018 -1.673 0.471  0.192
H -2.752 -1.382 0.348  0.172
H -2.890 -2.534 -1.712  0.186
H -1.137 -2.468 -1.989  0.179
H -2.750 -4.351 -0.422  0.175
H 0.694 -2.824 -2.257  0.216
H 3.006 -2.183 -1.958  0.204
H 4.433 -3.330 -0.306  0.215
H 1.125 -5.740 0.841  0.244
C -1.494 4.660 -0.524  -0.637
C -1.771 5.488 0.708  -0.079
O -0.662 6.365 1.015  -0.477
C -0.613 7.504 0.344  0.691
O -1.395 7.869 -0.484  -0.545
C 0.588 8.334 0.817  0.897
F 1.695 7.591 0.942  -0.309
F 0.343 8.890 2.015  -0.315
F 0.868 9.323 -0.032  -0.306
H -0.560 4.112 -0.414  0.212
H -2.296 3.956 -0.694  0.267
H -1.395 5.295 -1.408  0.205
H -1.889 4.837 1.572  0.199
H -2.692 6.064 0.608  0.193

Atoms 1-6, force components in eV/Å:
0.577 -1.406 -0.765
-0.599 1.416 0.192
0.487 -1.288 -0.054
-0.229 0.361 0.946
0.188 -1.410 -0.248
0.101 0.084 0.878



[4]
This record from the OMol25 dataset describes C24H50ClNO3P2Si2Sn as an isolated structure. The level of theory is ωB97M-V with the def2-TZVPD basis set.

Summary:
ΔE to the lowest compared entry with this formula, charge and spin   116.7 kJ/mol
Highest occupied orbital energy   -5.4 eV

Last column: Löwdin charge in e.
Cartesian coordinates (Å):
Sn 0.713 -0.017 -0.592  1.075
C -0.962 0.016 1.871  -0.454
C -1.872 1.206 1.427  -0.212
C -2.870 0.698 0.684  -0.105
Si -1.393 2.877 2.050  0.497
C -2.868 -0.736 0.696  -0.055
C -1.747 -1.197 1.419  -0.233
Si -1.455 -2.894 1.982  0.503
H -0.951 0.030 2.950  0.133
H -3.612 1.251 0.165  0.094
H -3.659 -1.301 0.245  0.096
Cl 1.110 0.030 -3.551  0.316
C -1.216 -2.941 3.838  -0.163
C -2.778 -4.192 1.637  -0.173
C -1.214 2.803 3.929  -0.152
C -2.795 4.102 1.700  -0.176
H -3.712 -3.939 2.169  0.040
H -2.473 -5.185 2.011  0.042
H -3.038 -4.297 0.574  0.015
H -0.337 -2.359 4.154  0.024
H -1.072 -3.966 4.215  0.040
H -2.072 -2.508 4.359  0.036
H -3.726 3.763 2.207  0.044
H -3.014 4.211 0.620  0.016
H -2.518 5.095 2.125  0.041
H -2.096 2.333 4.382  0.041
H -1.152 3.830 4.307  0.034
H -0.333 2.251 4.244  0.012
C 0.268 -3.309 1.272  -0.375
C 0.263 3.261 1.348  -0.377
P 0.478 -2.735 -0.450  0.864
H 0.549 -4.375 1.374  0.051
H 0.982 -2.724 1.895  0.067
P 0.483 2.705 -0.383  0.879
H 1.008 2.701 1.950  0.066
H 0.520 4.330 1.432  0.055
C 2.115 3.338 -1.005  -0.534
C -0.800 3.608 -1.336  -0.558
C -0.833 -3.590 -1.440  -0.549
C 2.119 -3.321 -1.091  -0.540
C 3.203 -2.235 -0.970  -0.149
H 1.928 -3.511 -2.164  0.106
C 2.576 -4.601 -0.392  -0.122
H 2.745 -4.436 0.683  0.086
H 3.527 -4.916 -0.842  0.083
H 1.864 -5.424 -0.515  0.059
H 2.967 -1.357 -1.583  -0.001
H 4.153 -2.642 -1.350  0.087
H 3.371 -1.916 0.074  0.097
H -1.772 -3.337 -0.934  0.080
C -0.631 -5.098 -1.410  -0.117
C -0.901 -3.047 -2.864  -0.128
H -0.585 -5.508 -0.398  0.071
H 0.276 -5.391 -1.948  0.073
H -1.467 -5.595 -1.911  0.084
H -1.106 -1.976 -2.903  0.047
H -1.712 -3.539 -3.407  0.082
H 0.015 -3.239 -3.430  0.070
H -1.743 3.353 -0.843  0.077
C -0.869 3.109 -2.774  -0.130
C -0.626 5.120 -1.286  -0.114
H -0.586 5.524 -0.275  0.070
H -1.465 5.624 -1.781  0.086
H 0.274 5.446 -1.810  0.071
H -1.056 2.039 -2.840  0.043
H 0.046 3.317 -3.332  0.069
H -1.684 3.601 -3.312  0.083
C 3.204 2.254 -0.909  -0.148
C 2.588 4.607 -0.299  -0.119
H 1.938 3.561 -2.074  0.106
H 2.761 4.441 0.773  0.086
H 1.887 5.440 -0.398  0.058
H 3.543 4.930 -0.739  0.085
H 3.369 1.912 0.127  0.096
H 4.157 2.660 -1.285  0.087
H 2.961 1.386 -1.535  0.000
C 1.121 0.035 -5.484  -0.338
H 0.074 0.033 -5.880  0.042
H 1.667 0.965 -5.747  0.029
H 1.673 -0.888 -5.761  0.030
O 1.727 -0.877 4.189  -0.195
N 1.451 0.319 4.252  -0.392
O 2.339 1.172 4.033  -0.214
O 0.442 0.069 1.584  -0.399

Atoms 1-6, force components in eV/Å:
0.220 0.101 2.229
-0.107 0.334 0.361
1.398 -0.616 -0.489
0.335 0.707 0.383
-1.069 0.022 1.304
2.667 -1.254 1.454



[5]
This record from the OMol25 dataset describes a 2-piece molecular cluster, C10H17N2 overall. The level of theory is ωB97M-V with the def2-TZVPD basis set.

Summary:
ΔE to the lowest compared entry with this formula, charge and spin   0.0 kJ/mol
Highest occupied orbital energy   -13.4 eV
Charge   +1

Last column: natural (NBO) charge in e.
Cartesian coordinates (Å):
C -2.745 -1.820 1.422  -0.114
C -1.456 -2.354 1.592  -0.208
C -2.910 -0.800 0.477  -0.217
C -0.471 -2.089 0.714  -0.138
C -1.823 -0.405 -0.300  -0.133
C -0.620 -1.051 -0.212  -0.189
C -0.130 1.554 1.887  -0.829
C 0.492 0.807 -1.547  -0.335
C 2.541 1.669 -0.869  -0.438
C 0.526 -0.550 -0.984  0.484
N 1.639 -1.145 -1.244  -0.667
N 1.822 1.187 -1.972  -0.641
H -3.493 -2.164 2.071  0.232
H -1.445 -3.169 2.326  0.240
H -3.975 -0.630 0.267  0.247
H 0.511 -2.492 0.748  0.211
H -1.949 0.476 -0.990  0.224
H -0.199 0.584 2.425  0.219
H -1.057 1.562 1.315  0.205
H -0.049 2.332 2.526  0.225
H -0.318 0.842 -2.306  0.265
H 0.741 1.560 1.116  0.179
H 0.069 1.482 -0.858  0.244
H 2.532 0.997 -0.051  0.203
H 3.592 1.825 -1.148  0.227
H 2.300 2.666 -0.576  0.203
H 2.183 -0.550 -1.907  0.447
H 1.978 -2.111 -1.118  0.442
H 1.714 1.788 -2.804  0.410

Atoms 1-6, force components in eV/Å:
2.397 1.419 -1.047
-2.049 -1.838 1.001
-1.179 -1.825 0.159
1.172 1.094 -0.683
-1.562 1.896 -0.937
1.068 -0.078 -0.008



[6]
This record from the OMol25 dataset describes a 3-piece molecular cluster, C6H11NO2 overall. The level of theory is ωB97M-V with the def2-TZVPD basis set.

Summary:
ΔE to the lowest compared entry with this formula, charge and spin   551.4 kJ/mol
Highest occupied orbital energy (alpha / beta)   -7.0 / -7.0 eV

Last column: natural (NBO) charge in e.
Cartesian coordinates (Å):
C 0.013 0.093 0.378  0.272
C 0.167 0.191 -0.999  -0.247
C -0.611 -1.110 1.000  -0.703
C 0.189 1.299 1.241  -0.693
C 2.131 -0.650 -0.099  0.693
C -2.585 0.192 -1.425  -0.125
O 3.040 0.266 -0.506  -0.723
N -1.740 1.026 -1.036  -0.523
O 2.421 -1.738 0.310  -0.623
H 3.938 -0.108 -0.395  0.482
H 0.653 1.056 -1.426  0.237
H 0.001 -0.679 -1.623  0.222
H 0.170 -1.656 1.537  0.269
H -1.383 -0.821 1.714  0.239
H 0.882 2.014 0.802  0.236
H 0.520 1.016 2.241  0.228
H -0.788 1.782 1.330  0.263
H -1.031 -1.793 0.263  0.228
H -2.400 -0.892 -1.559  0.113
H -3.588 0.514 -1.746  0.155

Atoms 1-6, force components in eV/Å:
2.191 -0.757 0.538
-3.182 1.253 -0.708
0.244 -0.158 -0.070
0.069 -0.076 -0.033
-0.444 -0.010 1.464
0.006 -0.218 -0.404